This record from the OMol25 dataset describes a structure of composition C22H32N6O8P2Zr. The level of theory is wB97M-V/def2-TZVPD.

ΔE to the lowest compared entry with this formula, charge and spin	0.3244	eV
charge	+2
electronic energy	-68512.7222	eV
Kohn-Sham gap	8.31	eV

Atoms and positions in Å:
Zr1 0.472 0.241 -0.142
C1 1.671 -2.428 -1.859
C2 0.600 -1.822 -2.740
N1 -0.434 -1.201 -1.883
C3 -1.409 -2.187 -1.384
C4 -0.992 -2.698 -0.036
C5 -1.463 -3.897 0.464
C6 -1.025 -4.323 1.706
C7 -0.112 -3.545 2.398
C8 0.305 -2.348 1.845
C9 1.287 -1.479 2.576
N2 1.897 -0.456 1.703
C10 3.226 -0.904 1.201
C11 3.030 -1.923 0.106
N3 2.161 -1.374 -0.954
N4 -0.139 -1.921 0.654
H1 2.478 -2.847 -2.466
H2 1.267 -3.240 -1.253
H3 0.163 -2.578 -3.396
H4 1.028 -1.038 -3.362
H5 -0.925 -0.505 -2.437
H6 -1.517 -3.023 -2.080
H7 -2.387 -1.716 -1.295
H8 -2.152 -4.488 -0.124
H9 -1.371 -5.262 2.119
H10 0.283 -3.861 3.355
H11 2.060 -2.106 3.026
H12 0.760 -0.992 3.397
H13 2.067 0.379 2.256
H14 3.806 -1.341 2.017
H15 3.752 -0.033 0.827
H16 2.548 -2.822 0.496
H17 3.999 -2.230 -0.293
H18 2.730 -0.734 -1.499
O1 -1.302 1.065 -0.727
C12 -2.553 0.605 -0.580
C13 -3.422 0.545 -1.671
C14 -4.673 -0.029 -1.540
C15 -5.093 -0.550 -0.318
C16 -4.262 -0.447 0.782
C17 -3.000 0.138 0.667
C18 -2.162 0.406 1.835
N5 -0.840 0.531 1.846
C19 -0.508 0.997 3.104
C20 -1.625 1.111 3.863
N6 -2.661 0.729 3.044
H19 -3.092 0.959 -2.617
H20 -5.331 -0.078 -2.398
H21 -6.066 -1.012 -0.225
H22 -4.589 -0.836 1.740
H23 0.497 1.260 3.380
H24 -1.773 1.426 4.880
H25 -3.642 0.780 3.267
C21 0.402 4.019 -2.298
C22 1.637 3.631 -1.493
O2 2.772 4.462 -1.743
P1 1.321 3.624 0.303
O3 0.399 4.887 0.482
O4 2.672 3.877 1.060
O5 0.727 2.343 0.793
P2 2.117 1.889 -1.864
O6 3.118 1.981 -3.066
O7 2.655 1.236 -0.605
O8 0.879 1.092 -2.222
H26 0.127 5.053 -2.090
H27 -0.434 3.371 -2.032
H28 0.599 3.899 -3.364
H29 2.472 5.286 -2.151
H30 0.062 5.091 1.365
H31 3.230 4.591 0.720
H32 3.680 2.772 -3.073

---

This record from the OMol25 dataset describes a cluster of 2 separate species, C19H20F3INO3S in total at a distorted geometry. The level of theory is wB97M-V/def2-TZVPD.

ΔE to the lowest compared entry with this formula, charge and spin	0.0000	eV
charge	-1
electronic energy	-54746.4357	eV
Kohn-Sham gap	4.87	eV

Atoms and positions in Å:
C1 3.913 -2.668 -0.044
C2 2.447 -2.491 -0.392
C3 1.666 -3.705 0.061
C4 1.884 -1.153 0.012
C5 0.626 -0.861 -0.592
I1 -1.157 -1.964 0.197
C6 0.407 0.467 -1.078
C7 1.334 1.445 -0.789
C8 2.352 1.204 0.135
C9 2.619 -0.109 0.549
O1 2.381 -2.481 -1.857
S1 0.969 -1.783 -2.525
C10 0.872 -2.986 -3.993
F1 -0.355 -3.568 -3.987
F2 1.031 -2.295 -5.149
F3 1.807 -3.947 -3.931
H1 4.032 -2.740 1.050
H2 4.287 -3.590 -0.499
H3 4.509 -1.827 -0.413
H4 1.696 -3.783 1.153
H5 0.614 -3.676 -0.264
H6 2.131 -4.593 -0.389
H7 -0.478 0.657 -1.685
H8 1.214 2.438 -1.223
H9 2.965 2.029 0.504
H10 3.471 -0.313 1.207
C11 -5.777 0.045 -0.043
C12 -4.545 0.027 0.823
O2 -3.543 0.801 0.145
C13 -2.477 1.045 0.958
C14 -1.493 1.875 0.291
C15 -0.736 2.774 1.081
C16 -0.322 2.443 2.415
C17 0.602 3.260 3.073
N1 1.084 4.381 2.528
C18 0.682 4.748 1.309
C19 -0.217 3.999 0.554
O3 -2.409 0.551 2.093
H11 -6.534 -0.604 0.401
H12 -6.182 1.060 -0.090
H13 -5.564 -0.294 -1.063
H14 -4.764 0.479 1.802
H15 -4.159 -0.993 0.971
H16 -1.710 2.144 -0.736
H17 -0.700 1.542 2.887
H18 0.949 2.986 4.074
H19 1.094 5.680 0.907
H20 -0.517 4.347 -0.438

---

This record from the OMol25 dataset describes a cluster of 12 separate species, C26H69BCl2N25O14S in total at a distorted geometry. The level of theory is wB97M-V/def2-TZVPD.

charge	+1
electronic energy	-130564.3706	eV
Kohn-Sham gap	8.19	eV

Atoms and positions in Å:
C1 -1.627 1.740 0.706
C2 -1.841 2.428 -0.596
C3 -1.094 3.695 -0.797
N1 -2.664 1.969 -1.495
C4 -2.217 1.060 -2.401
N2 -2.003 -0.214 -1.997
C5 -1.501 -1.163 -2.815
C6 -1.202 -2.513 -2.252
C7 0.076 -2.375 -1.389
C8 1.313 -2.221 -2.260
C9 2.447 -1.415 -1.648
S1 1.980 0.205 -1.061
O1 0.862 0.730 -1.791
O2 3.139 1.042 -1.017
Cl1 1.481 -0.164 0.888
C10 -1.231 -0.865 -4.131
C11 -1.451 0.441 -4.603
C12 -1.105 0.765 -6.030
C13 0.258 0.202 -6.472
C14 1.335 0.548 -5.452
Cl2 2.944 0.546 -6.209
C15 -1.952 1.402 -3.731
B1 -2.165 2.907 -4.192
N3 -1.012 3.715 -4.406
O3 -3.420 3.413 -4.392
H1 -2.534 1.236 1.014
H2 -0.773 1.067 0.628
H3 -1.377 2.493 1.448
H4 -0.295 3.762 -0.063
H5 -0.653 3.757 -1.786
H6 -1.759 4.536 -0.605
H7 -2.186 -0.466 -1.035
H8 -2.028 -2.911 -1.667
H9 -0.988 -3.177 -3.080
H10 0.152 -3.175 -0.660
H11 -0.066 -1.466 -0.806
H12 1.731 -3.211 -2.429
H13 1.070 -1.842 -3.244
H14 2.914 -1.934 -0.816
H15 3.202 -1.234 -2.407
H16 -0.844 -1.632 -4.780
H17 -1.896 0.422 -6.694
H18 -1.024 1.837 -6.184
H19 0.224 -0.864 -6.662
H20 0.513 0.735 -7.382
H21 1.131 1.483 -4.941
H22 1.371 -0.216 -4.688
H23 -0.200 3.120 -4.336
H24 -1.036 4.133 -5.331
H25 -4.072 2.713 -4.470
C16 -1.754 -4.892 -5.731
O4 -0.750 -4.439 -5.195
N4 -1.694 -5.617 -6.880
N5 -3.008 -4.705 -5.217
H26 -2.499 -6.000 -7.338
H27 -0.787 -5.772 -7.279
H28 -3.086 -4.175 -4.371
H29 -3.840 -5.068 -5.641
C17 -1.252 0.664 4.282
O5 -2.177 0.915 3.512
N6 0.024 1.094 4.042
N7 -1.405 -0.055 5.415
H30 0.792 0.900 4.657
H31 0.184 1.635 3.215
H32 -2.324 -0.395 5.630
H33 -0.646 -0.253 6.043
C18 1.903 4.764 -6.178
O6 0.910 4.113 -6.488
N8 1.879 6.110 -6.010
N9 3.108 4.158 -5.975
H34 2.683 6.645 -5.739
H35 1.005 6.578 -6.153
H36 3.155 3.166 -6.120
H37 3.938 4.654 -5.704
C19 1.304 0.185 8.583
O7 0.344 0.455 7.872
N10 2.561 0.629 8.313
N11 1.185 -0.595 9.697
H38 3.360 0.407 8.877
H39 2.682 1.210 7.506
H40 0.268 -0.933 9.931
H41 1.957 -0.835 10.291
C20 1.694 -3.589 7.001
O8 2.701 -3.700 7.681
N12 1.409 -4.460 5.970
N13 0.776 -2.609 7.188
H42 0.588 -4.395 5.397
H43 2.064 -5.203 5.800
H44 0.946 -1.947 7.928
H45 -0.048 -2.513 6.625
C21 2.231 -5.654 -0.761
O9 2.953 -4.806 -1.264
N14 1.070 -6.070 -1.357
N15 2.527 -6.253 0.427
H46 0.467 -6.768 -0.967
H47 0.833 -5.662 -2.243
H48 3.372 -5.968 0.886
H49 1.952 -6.952 0.855
C22 -0.531 -6.637 8.790
O10 -1.509 -6.325 8.131
N16 0.715 -6.150 8.510
N17 -0.606 -7.494 9.854
H50 1.540 -6.381 9.030
H51 0.786 -5.519 7.733
H52 -1.509 -7.865 10.080
H53 0.184 -7.762 10.408
C23 -5.343 6.755 -4.246
O11 -6.253 5.974 -4.461
N18 -5.517 8.113 -4.294
N19 -4.078 6.335 -3.940
H54 -4.784 8.774 -4.122
H55 -6.435 8.449 -4.517
H56 -3.927 5.340 -3.902
H57 -3.314 6.957 -3.759
C24 -4.845 3.933 3.659
O12 -5.241 3.603 4.760
N20 -3.795 3.308 3.040
N21 -5.423 4.957 2.950
H58 -3.460 3.571 2.136
H59 -3.350 2.543 3.533
H60 -6.195 5.430 3.378
H61 -5.119 5.246 2.041
C25 3.695 4.256 -2.338
O13 3.691 5.239 -3.060
N22 4.119 4.300 -1.039
N23 3.279 3.029 -2.780
H62 4.137 3.502 -0.434
H63 4.434 5.186 -0.689
H64 2.969 2.976 -3.732
H65 3.282 2.195 -2.219
C26 3.929 -2.254 3.617
O14 2.904 -1.991 3.001
N24 5.142 -1.724 3.266
N25 3.944 -3.087 4.696
H66 5.995 -1.923 3.753
H67 5.164 -1.107 2.476
H68 3.066 -3.491 4.981
H69 4.771 -3.308 5.216

---

This record from the OMol25 dataset describes a cluster of 4 separate species, C36H70Br2N3O7S3 in total at a distorted geometry. The level of theory is wB97M-V/def2-TZVPD.

charge	+1
electronic energy	-229854.6317	eV
Kohn-Sham gap	9.72	eV

Atoms and positions in Å:
C1 -3.212 -1.632 -0.873
C2 -4.125 -1.981 -2.087
C3 -3.351 -2.006 -3.407
C4 -2.683 -0.653 -3.709
C5 -1.172 -0.786 -3.957
C6 -0.523 0.526 -4.418
C7 0.188 1.259 -3.268
C8 1.447 0.497 -2.834
C9 2.377 1.319 -1.926
C10 2.335 0.965 -0.431
C11 0.897 0.841 0.090
C12 0.109 2.177 0.064
N1 3.053 2.030 0.360
C13 3.268 1.423 1.580
N2 3.349 2.179 2.672
C14 3.382 1.655 3.992
Br1 1.767 0.868 4.553
C15 4.498 1.749 4.779
C16 5.784 2.368 4.295
Br2 4.550 1.087 6.533
N3 3.298 0.077 1.506
C17 4.402 -0.623 2.215
C18 4.040 -1.916 2.939
C19 2.648 -2.012 3.576
O1 5.059 -2.096 3.926
C20 3.276 -0.182 -0.001
C21 2.957 -1.580 -0.515
C22 1.887 -2.334 0.314
C23 4.190 -2.460 -0.783
C24 5.259 -1.807 -1.677
H1 -3.461 -0.635 -0.513
H2 -3.371 -2.358 -0.077
H3 -2.171 -1.669 -1.198
H4 -4.588 -2.955 -1.920
H5 -4.928 -1.242 -2.150
H6 -2.626 -2.822 -3.370
H7 -4.056 -2.249 -4.206
H8 -2.799 0.018 -2.853
H9 -3.124 -0.217 -4.605
H10 -1.006 -1.559 -4.713
H11 -0.735 -1.156 -3.025
H12 0.244 0.289 -5.167
H13 -1.235 1.178 -4.924
H14 0.453 2.277 -3.547
H15 -0.529 1.284 -2.442
H16 1.999 0.199 -3.728
H17 1.113 -0.423 -2.358
H18 2.102 2.375 -2.005
H19 3.419 1.274 -2.259
H20 0.328 0.104 -0.472
H21 0.867 0.502 1.128
H22 0.376 2.809 -0.782
H23 0.241 2.732 0.997
H24 -0.952 1.933 0.017
H25 2.494 2.867 0.514
H26 3.314 3.181 2.562
H27 6.391 2.714 5.128
H28 6.380 1.634 3.748
H29 5.606 3.233 3.656
H30 4.927 0.048 2.895
H31 5.133 -0.884 1.445
H32 4.125 -2.755 2.244
H33 2.299 -3.045 3.493
H34 1.891 -1.398 3.092
H35 2.673 -1.753 4.635
H36 4.767 -2.821 4.479
H37 4.254 0.193 -0.316
H38 2.510 -1.420 -1.496
H39 1.083 -2.661 -0.348
H40 1.416 -1.672 1.036
H41 2.292 -3.221 0.797
H42 4.673 -2.781 0.142
H43 3.834 -3.345 -1.316
H44 4.847 -1.470 -2.628
H45 5.739 -0.977 -1.157
H46 6.047 -2.542 -1.850
C25 0.815 6.074 -6.852
C26 0.475 7.205 -5.872
C27 -0.224 6.569 -4.663
S1 0.405 4.891 -4.552
O2 -0.682 3.979 -4.803
O3 1.234 4.751 -3.375
C28 1.439 4.965 -6.010
H47 1.494 6.406 -7.635
H48 -0.097 5.710 -7.330
H49 1.395 7.697 -5.550
H50 -0.156 7.963 -6.333
H51 -0.002 7.088 -3.734
H52 -1.301 6.504 -4.803
H53 1.442 3.992 -6.497
H54 2.445 5.228 -5.686
C29 -2.995 -3.507 4.647
C30 -2.090 -2.308 4.966
C31 -0.860 -2.419 4.057
S2 -1.400 -3.289 2.581
O4 -0.701 -4.548 2.514
O5 -1.390 -2.379 1.460
C32 -3.075 -3.576 3.123
H55 -3.983 -3.398 5.088
H56 -2.549 -4.424 5.038
H57 -2.628 -1.382 4.752
H58 -1.801 -2.283 6.016
H59 -0.474 -1.452 3.751
H60 -0.068 -3.007 4.515
H61 -3.413 -4.537 2.743
H62 -3.695 -2.775 2.722
C33 -7.051 -2.169 1.319
C34 -5.992 -1.057 1.325
C35 -6.133 -0.300 2.653
S3 -6.792 -1.483 3.837
O6 -8.105 -1.053 4.239
O7 -5.784 -1.797 4.820
C36 -6.957 -2.843 2.684
H63 -6.884 -2.881 0.512
H64 -8.044 -1.736 1.187
H65 -4.999 -1.501 1.259
H66 -6.108 -0.384 0.477
H67 -5.181 0.072 3.023
H68 -6.846 0.519 2.580
H69 -7.833 -3.430 2.948
H70 -6.057 -3.454 2.766

---

This record from the OMol25 dataset describes a structure of composition C46H53FN12O3PSSr at a distorted geometry. The level of theory is wB97M-V/def2-TZVPD.

ΔE to the lowest compared entry with this formula, charge and spin	0.3398	eV
charge	+1
electronic energy	-96261.4485	eV
Kohn-Sham gap	7.95	eV

Atoms and positions in Å:
Sr1 -0.015 1.019 0.805
C1 0.913 4.116 -3.072
C2 1.003 3.330 -1.825
N1 0.076 3.152 -0.952
N2 -1.141 3.678 -1.300
C3 -2.082 3.833 -0.314
N3 -3.232 4.385 -0.777
S1 -1.992 3.429 1.263
C4 2.307 2.677 -1.552
C5 3.453 3.102 -2.200
C6 4.678 2.557 -1.867
C7 4.640 1.444 -0.986
C8 3.416 1.039 -0.428
N4 2.282 1.672 -0.666
H1 0.026 4.713 -3.274
H2 0.995 3.528 -3.983
H3 1.732 4.892 -3.044
H4 -1.377 3.695 -2.292
H5 -3.287 4.851 -1.683
H6 -3.960 4.567 -0.098
H7 3.448 3.894 -2.898
H8 5.610 2.920 -2.227
H9 5.551 0.891 -0.717
H10 3.359 0.133 0.205
C9 2.110 -2.719 -5.927
C10 1.719 -3.800 -4.877
C11 2.920 -4.781 -4.795
C12 2.897 -5.748 -3.685
C13 2.786 -4.988 -2.403
C14 3.309 -5.379 -1.236
C15 3.071 -4.635 -0.051
F1 3.712 -5.127 1.071
C16 2.347 -3.504 -0.017
C17 1.774 -3.042 -1.229
C18 1.197 -1.702 -1.150
O1 1.152 -1.087 -0.073
C19 0.779 -1.185 -2.393
C20 1.063 -1.937 -3.525
N5 1.568 -3.174 -3.579
C21 2.012 -3.778 -2.413
C22 0.261 0.216 -2.479
O2 0.743 0.971 -3.346
O3 -0.626 0.521 -1.633
H11 2.704 -3.253 -6.656
H12 2.729 -1.897 -5.537
H13 1.258 -2.224 -6.493
H14 0.796 -4.271 -5.228
H15 3.787 -4.178 -4.667
H16 3.071 -5.281 -5.733
H17 3.815 -6.319 -3.509
H18 2.090 -6.490 -3.707
H19 4.022 -6.190 -1.129
H20 2.199 -3.015 0.891
H21 0.863 -1.464 -4.482
N6 -1.552 0.016 3.180
C23 -2.921 -0.437 3.244
C24 -3.657 -0.444 4.463
C25 -4.982 -0.883 4.453
C26 -5.544 -1.345 3.312
C27 -4.869 -1.378 2.116
C28 -3.540 -0.901 2.087
P1 -2.720 -0.504 0.534
C29 -3.965 0.416 -0.408
C30 -5.048 1.176 0.115
C31 -5.865 1.945 -0.682
C32 -5.651 1.921 -2.058
C33 -4.727 1.052 -2.601
C34 -3.807 0.453 -1.794
C35 -2.857 -2.203 -0.195
C36 -1.775 -3.057 -0.194
C37 -1.878 -4.407 -0.572
C38 -3.090 -4.882 -1.025
C39 -4.181 -4.010 -1.175
C40 -4.062 -2.696 -0.745
H22 -1.420 0.646 3.972
H23 -0.935 -0.833 3.327
H24 -3.180 -0.113 5.373
H25 -5.622 -0.715 5.326
H26 -6.546 -1.750 3.388
H27 -5.301 -1.768 1.191
H28 -5.273 1.150 1.163
H29 -6.668 2.608 -0.346
H30 -6.165 2.633 -2.709
H31 -4.705 0.964 -3.672
H32 -2.944 -0.061 -2.199
H33 -0.857 -2.754 0.356
H34 -1.080 -5.079 -0.534
H35 -3.182 -5.925 -1.287
H36 -5.162 -4.291 -1.540
H37 -4.890 -2.037 -0.773
C41 2.712 2.168 2.827
N7 3.377 2.873 3.867
C42 3.405 4.306 3.511
N8 2.051 4.805 3.316
C43 1.437 4.036 2.228
N9 1.289 2.625 2.601
C44 0.593 2.471 3.922
N10 1.256 3.181 4.971
C45 2.661 2.748 5.082
C46 1.233 4.610 4.495
H38 2.563 1.132 3.127
H39 3.314 2.188 1.890
H40 4.012 4.555 2.601
H41 3.911 4.834 4.353
H42 2.020 4.058 1.308
H43 0.414 4.382 2.010
H44 0.637 1.396 4.197
H45 -0.460 2.811 3.878
H46 2.647 1.703 5.403
H47 3.175 3.291 5.923
H48 1.606 5.159 5.342
H49 0.193 4.893 4.260
N11 1.637 -1.077 3.228
N12 0.693 -2.165 3.317
H50 2.508 -1.349 2.813
H51 1.761 -0.814 4.183
H52 1.063 -2.989 3.771
H53 0.385 -2.399 2.355